(1)
Molecular formula: C3H2NO2S
Method: DFT, ωB97M-V/def2-TZVPD

```
! wB97M-V def2-TZVPD RIJCOSX def2/J DEFGRID3
* xyz -1 1
C 0.72683 1.09718 0.59136
C -1.22343 -0.11308 0.37868
C 0.62145 -1.06269 -0.95432
N -0.55847 0.95003 0.72441
O -2.45030 -0.16981 0.35987
O -0.43315 -1.23129 -0.06805
S 1.65486 0.34631 -0.55855
H 1.24024 1.47404 1.51624
H 0.42196 -1.29071 -1.98964
*
```

LUMO (spin up / spin down) in eV: 3.53 / 3.53
E_HOMO (spin up / spin down) in eV: -2.06 / -2.23
Relative energy (zero: lowest compared OMol25 entry of this formula, charge and spin) in kJ/mol: 280.7
Energy in Ha: -718.901163
Strongest force on any atom in hartree/bohr: 0.0509

(2)
Molecular formula: C6H10O2
Method: DFT, ωB97M-V/def2-TZVPD

```
! wB97M-V def2-TZVPD RIJCOSX def2/J DEFGRID3
* xyz 0 1
C 2.00456 0.60381 0.65440
C -0.95204 0.42664 -1.91694
C -1.62803 -0.96028 0.70296
C 0.65498 0.15539 0.15773
C 0.44142 0.34915 -1.34095
C -0.24133 -0.46302 0.93144
O 0.05963 -0.53573 2.31359
O 1.39523 0.57522 -2.05811
H 0.99561 -0.36640 2.48300
H 2.53167 -0.17397 1.20927
H 1.91995 1.49421 1.28124
H 2.63489 0.84844 -0.19739
H -0.88496 0.83082 -2.92526
H -1.58818 1.06995 -1.31563
H -1.39598 -0.56328 -1.98177
H -2.32498 -0.13364 0.58934
H -1.92504 -1.54112 1.57386
H -1.69740 -1.61618 -0.16078
*
```

LUMO in eV: 0.72
E_HOMO in eV: -9.06
Relative energy (zero: lowest compared OMol25 entry of this formula, charge and spin) in kJ/mol: 54.1
Energy in Ha: -385.081796
Strongest force on any atom in hartree/bohr: 0.0500
SMILES: CC(=O)/C(C)=C(\C)O

(3)
Molecular formula: C24H31FN5O7PRuS2Te
Method: DFT, ωB97M-V/def2-TZVPD

```
! wB97M-V def2-TZVPD RIJCOSX def2/J DEFGRID3
* xyz 0 1
Ru 0.18646 0.09656 0.41055
C -4.06452 -1.77153 3.13456
S -3.87681 -2.20533 1.39691
C -2.59993 -1.11705 0.86632
S -1.56779 -0.30785 2.01303
N -2.56028 -0.95936 -0.42211
N -1.56069 -0.05971 -0.72000
C -1.81928 0.93170 -1.48341
C -0.91730 2.07193 -1.32858
C -0.94507 3.19286 -2.14263
C -0.13462 4.26964 -1.83494
C 0.65761 4.20758 -0.69993
C 0.64598 3.05877 0.06686
N -0.11498 2.00355 -0.23419
H -4.88153 -2.39422 3.49673
H -4.33166 -0.72377 3.24955
H -3.16384 -1.98367 3.70334
H -2.74989 1.00002 -2.03793
H -1.58787 3.19994 -3.01202
H -0.11766 5.14264 -2.47260
H 1.30214 5.02686 -0.41642
H 1.27416 2.95175 0.93847
C 4.32034 0.58443 4.16525
C 3.90162 0.69332 2.69629
C 4.86797 -0.11354 1.82338
C 3.92117 2.16886 2.28910
C 2.49503 0.14674 2.50509
C 1.56624 0.31140 1.60597
H 5.30215 1.04243 4.29786
H 4.39246 -0.45607 4.48813
H 3.61477 1.10615 4.81624
H 5.89133 0.24057 1.96796
H 4.59907 -0.00665 0.77174
H 4.83129 -1.17249 2.09349
H 4.93160 2.56412 2.41533
H 3.24833 2.74645 2.92735
H 3.62722 2.28786 1.24813
F 7.48675 1.66816 -2.36419
C 6.25595 2.02544 -2.75004
C 5.25245 1.14665 -2.76345
N 3.98548 1.47754 -3.18631
C 2.89451 0.54879 -2.95416
C 2.37882 0.64850 -1.51433
O 3.02210 1.29465 -0.69358
O 1.28867 0.00994 -1.34056
C 3.65256 2.78431 -3.47120
O 2.52230 3.14647 -3.72709
N 4.72735 3.65269 -3.50520
C 6.05168 3.41237 -3.14325
O 6.89109 4.28106 -3.18142
H 5.39944 0.12309 -2.44880
H 3.24202 -0.46582 -3.14831
H 2.08403 0.77164 -3.64135
H 4.50341 4.60385 -3.75948
C 4.83961 -4.18030 0.94419
C 3.57360 -4.05642 1.75584
O 2.68420 -3.17408 1.04787
P 1.27993 -2.74429 1.63828
O 0.54295 -2.02622 0.57115
Te 1.71486 -1.44561 3.68583
O 0.54493 -4.07649 2.04620
C 0.20399 -4.51118 3.37394
C -1.17162 -4.01086 3.74553
H 5.54302 -4.84002 1.45275
H 5.30560 -3.20339 0.81827
H 4.62343 -4.59304 -0.04043
H 3.77590 -3.63413 2.74460
H 3.08025 -5.02278 1.88112
H 0.96805 -4.17377 4.08187
H 0.24585 -5.59882 3.34332
H -1.19062 -2.92014 3.76225
H -1.45088 -4.38454 4.73190
H -1.90367 -4.35259 3.01364
*
```

LUMO in eV: -0.42
E_HOMO in eV: -7.61
Relative energy (zero: lowest compared OMol25 entry of this formula, charge and spin) in kJ/mol: 0.0
Energy in Ha: -3334.223826
Strongest force on any atom in hartree/bohr: 0.0061

(4)
Molecular formula: C2H2CuFLiO2
Method: DFT, ωB97M-V/def2-TZVPD

```
! wB97M-V def2-TZVPD RIJCOSX def2/J DEFGRID3
* xyz 1 1
H 1.27462 -0.07438 1.31284
O -1.11104 -0.33714 0.90342
C 0.06928 -0.72445 0.87930
C 1.03977 -0.09398 -0.09802
O 0.55079 0.88138 -0.79874
Cu -1.68291 1.09592 -0.53143
Li 1.49978 2.14815 -1.73811
F 0.29522 -2.09691 0.88009
H 1.76013 -0.77090 -0.59289
*
```

LUMO in eV: -5.07
E_HOMO in eV: -13.13
Relative energy (zero: lowest compared OMol25 entry of this formula, charge and spin) in kJ/mol: 261.0
Energy in Ha: -1975.441048
Strongest force on any atom in hartree/bohr: 0.1332

> Which of these has the highest energy?

C6H10O2